Entry 1:
69
Properties=species:S:1:pos:R:3 method="wB97M-V/def2-TZVPD" multiplicity=1 total_charge=+1
H -0.07050 2.52665 -0.93036
H -3.21405 2.96479 -0.44181
Sc 0.36461 -0.53636 0.39638
C 2.80760 -1.80014 2.22000
H 3.03383 -2.39057 1.30780
C 0.27452 -0.94772 -3.64349
H -2.87425 -0.90254 3.59534
P -1.79773 1.04859 0.02422
C 2.26309 3.61370 -0.30083
H 0.86705 0.53141 4.85261
C -2.12207 -3.15061 2.30512
C 1.16819 2.04053 -3.49529
H -0.43251 1.27975 -4.79880
H -2.31374 -3.68272 3.24997
H -2.87388 -0.94410 0.83382
H 2.57818 0.01063 -0.68119
H 3.36243 3.70847 -0.15037
H -0.09755 -4.31288 0.67322
C -0.28562 1.96121 -3.93135
H 3.44950 0.31490 0.86907
H 1.65238 -3.89821 0.75292
C 1.28084 -0.40093 -2.70146
H 1.30154 2.87458 -2.79284
C -0.06893 1.51379 -0.50615
H 0.35446 -0.49899 -4.64075
C -0.80347 -1.03817 3.03986
C -1.90293 -0.43649 3.84078
C -1.77446 0.33968 -2.71304
H 0.87071 -4.77477 2.06815
H -4.05403 1.54427 0.27521
N -1.23615 2.60083 2.34878
H 0.50880 -2.01512 -3.81406
H 1.70192 -1.13289 -2.01052
C 1.14899 0.51954 3.78274
H 0.21985 0.79593 -1.29226
C -0.90365 -2.29981 2.39779
H -0.56522 2.94803 -4.34062
H -1.99308 0.64939 3.70175
H -3.01400 -2.54649 2.08930
H 3.75335 1.37048 -0.56178
H 1.73770 4.42900 0.26154
H -1.99882 -3.92729 1.52584
C 0.71968 -3.97546 1.32335
C -1.24785 1.59330 -2.85955
H -1.77142 -0.59917 4.92773
C 1.32844 -1.67451 2.36392
P 1.72155 2.05453 0.51962
H -1.26902 -1.66180 -2.25294
C -2.09057 -0.72960 0.07205
H -1.27663 -1.51493 0.25703
C 2.97888 0.80776 -0.00616
C 1.81057 0.84334 -2.83038
C -3.28290 1.86450 -0.44197
H 2.25051 0.48048 3.80180
H 2.86712 1.05685 -2.60953
H -2.47450 -1.05681 -0.90519
H -1.79768 -1.41421 -3.94287
H 3.27969 -2.33610 3.06579
H 0.81080 1.47539 3.35533
C 0.57481 -0.62991 3.01645
H -1.68986 2.46172 -2.33844
C 0.38696 -2.65651 1.92435
H -2.86148 0.28076 -2.57024
H 3.27259 -0.80382 2.17547
C -1.18689 -0.96200 -3.12911
C -1.53960 1.71273 1.61970
H 2.01320 3.62340 -1.37298
H -3.58279 1.52521 -1.42944
H 1.75354 2.28552 -4.39901



Entry 2:
79
Properties=species:S:1:pos:R:3 method="wB97M-V/def2-TZVPD" multiplicity=1 total_charge=-1
H 2.23874 -1.54242 -7.41753
C -2.71506 2.59681 0.06438
C 1.59718 -0.93014 1.19637
H 2.62659 -2.64212 0.40672
O 0.19613 -1.47623 -7.60916
O -0.53824 2.39034 -3.14992
H 5.87036 2.14933 3.74984
H 0.92927 -0.98529 3.27210
H -2.14442 -1.62230 -3.69088
H -1.00420 0.46978 -1.63418
H -3.28320 -1.64695 2.73759
H 0.49628 -1.35673 -8.50520
O -5.00603 5.34579 -0.54103
O -1.65037 -0.17592 0.61032
H -1.89249 3.27608 0.30125
O 3.52497 -1.38342 3.83687
C -2.31410 -3.78545 4.17183
C 1.34958 -1.41126 -6.74176
H -5.55543 -2.05985 3.70282
H -2.41091 -0.65488 3.92755
C -5.04235 5.15760 0.80245
O -1.76595 -2.62702 3.72404
O 5.70633 -1.04723 3.38166
O -0.03999 0.38990 2.08467
H 8.08594 -0.40241 4.46182
H -0.57901 -0.55293 -5.16225
O -1.78289 -4.84520 4.12145
H -3.05057 4.99906 -1.08870
C 0.53533 2.39108 -4.08371
H 1.11675 -3.51330 -6.34830
H -4.25680 4.12550 -2.06053
C 1.37004 -2.60431 -5.74331
C -4.01950 3.34796 -0.04837
H 8.49757 0.85183 3.27468
H 1.92498 -2.91291 1.99031
C 1.16892 -0.27165 2.48094
O -3.55522 -3.56932 4.68576
H 1.47731 -0.41483 -6.26954
C -0.55747 -0.32882 1.05500
C 0.31582 -2.52587 -4.56640
H -2.66755 0.15259 -2.13890
H -5.26160 -0.65505 4.74708
H 8.33541 -0.84411 2.78446
H -3.33744 -1.86349 5.80604
H -2.76261 1.86829 0.87088
O -4.32426 4.06405 1.16083
H 3.38920 -1.94303 1.83399
O 0.33085 -1.24319 0.60371
H 6.32152 0.43663 2.10335
H 6.14610 1.04115 5.11404
C -0.12484 -1.05166 -4.27430
C 4.46259 -0.65841 3.76123
H 2.41130 -2.77938 -5.36645
C -5.15535 -1.73757 4.66588
C -1.58214 1.47709 -3.49416
O -5.62469 5.86212 1.56446
C 7.93155 -0.06674 3.43439
H -2.48300 2.07439 -0.86221
H 0.78860 3.46524 -4.27764
C 6.46328 0.14792 3.14970
H 1.44015 1.94819 -3.61776
O 4.43128 0.67038 4.04115
H 0.89308 -2.82943 -3.64368
H 0.29012 1.94594 -5.06436
C -1.61937 0.23866 -2.52299
C -3.70977 -2.15076 4.81671
H -4.84030 2.64841 -0.23846
H -5.76852 -2.20850 5.43616
C -4.00198 4.46142 -1.05658
H -0.94220 -1.82941 -2.39833
C -2.80987 -1.64776 3.72316
H -1.59906 1.17477 -4.55740
C -1.28094 -1.13322 -3.20079
H 0.69880 -0.43389 -3.81261
H 2.10992 -0.22223 0.53546
H -2.54081 2.03282 -3.31896
H 1.89816 0.44332 2.85461
C 5.78935 1.11561 4.08281
C 2.44115 -2.17349 1.37583



Entry 3:
88
Properties=species:S:1:pos:R:3 method="wB97M-V/def2-TZVPD" multiplicity=1
H -0.19993 0.22942 -5.56170
S 2.07018 0.52719 -5.23549
H -5.07363 1.68905 -3.35164
H -0.16082 -5.37341 1.49583
H 2.92060 -1.09566 -3.68041
C -0.40454 -0.52404 4.60333
H 7.30501 3.11804 0.02287
H -2.34444 -2.67312 5.65296
H 5.34043 2.25444 1.42292
C -3.11871 2.10832 3.84878
F -0.58880 2.48688 0.84608
H 0.90865 -2.17597 -3.15165
S 0.23323 -1.25163 6.11032
O -3.79033 -1.27256 -4.21262
S -3.53156 -0.18526 -3.30382
H -2.81760 -0.10562 -1.09516
H 3.53130 2.70672 -0.01055
C -4.81669 -0.91754 -1.14443
H -2.36638 1.84469 4.57247
H -4.89590 1.21006 -0.96348
H -3.56581 2.88823 0.74091
H 0.35595 -0.54031 3.82494
O -0.59170 -0.79632 7.20426
C -1.55144 -2.76779 4.90933
H -6.49651 0.45109 -1.34454
C 2.05166 -0.44592 -3.69337
C 0.78635 -1.29311 -3.78443
H 6.10776 1.12821 0.34585
H -4.81114 -1.10509 -0.07314
H -4.95804 2.60322 4.83855
H -0.14381 -3.57482 6.50318
C -5.08538 0.65888 -3.00912
N 1.28932 -2.53640 0.99540
O -2.45625 0.73281 -3.55078
H 1.31085 -1.53850 0.88010
F 1.46992 1.41602 1.46801
H 2.55792 -5.41931 1.84935
H 6.04880 4.03974 -2.34645
C 0.66375 -0.31016 -5.96481
H -0.81113 -2.90626 0.89276
H 0.60977 -3.22601 5.03141
C -3.38818 -0.85886 -1.65036
H 3.64117 0.96028 -0.23914
H -1.72472 -3.65672 4.30813
O 1.65801 -1.06465 6.19635
H -0.72344 0.47340 4.88672
C 1.96753 -4.55578 1.59291
C 0.56561 -4.58328 1.38861
H -5.33538 -1.71982 -1.67715
O 3.24478 0.28306 -6.03379
H -0.21327 -2.23388 -5.50318
H -2.49788 -0.95428 4.17238
C 6.11029 3.11602 -1.77450
F -0.71761 0.94922 -1.13801
F -0.47033 0.03397 1.09210
C -5.42657 0.43487 -1.52319
C 4.17631 1.89695 -0.35395
C -3.71721 2.64339 1.77884
O 3.58030 3.16611 -2.62391
S 4.54706 2.24285 -2.07504
H -1.77488 2.01313 2.19936
H 0.61629 -0.35872 -7.04686
C 5.51072 2.04080 0.36641
H -0.11994 -0.80140 -3.42851
C -1.52173 -1.44217 4.10025
C -0.23947 -2.90220 5.64983
H 6.86427 2.49915 -2.26277
H 5.85444 4.17890 0.08243
H 2.04679 0.32002 -2.92425
N -2.71507 2.12923 2.54010
C 0.17566 -3.31576 1.02786
C 0.68571 -1.66707 -5.26171
C -4.80361 2.86091 2.58404
C 2.37558 -3.26563 1.37088
O 4.83228 1.01360 -2.76406
H 1.54737 -2.25387 -5.58741
C 6.26089 3.23084 -0.26348
Cs 0.36816 3.76663 -3.04789
C -4.42254 2.50593 3.90899
H -2.74239 -1.73158 -1.72306
As 0.37968 1.21016 0.17070
H -5.84108 0.11523 -3.57928
F 1.38638 0.01461 -0.53761
H -5.77819 3.19645 2.26864
O 1.78061 1.91217 -4.91635
F 1.15745 2.49674 -0.72924
H -1.47787 -1.61727 3.02476
H 3.33711 -2.77985 1.37237



Entry 4:
76
Properties=species:S:1:pos:R:3 method="wB97M-V/def2-TZVPD" multiplicity=1 total_charge=+3
N -3.53720 2.05438 -2.03079
C -0.30285 -0.73591 -4.15881
H 3.63416 3.43290 3.30114
C -5.30824 2.82362 -3.06017
Br 0.25662 1.61061 0.14783
C 2.96794 -1.10923 3.94146
H 1.21427 1.03262 4.09063
C 3.60640 2.79596 0.73974
C 2.19033 -1.64622 -0.61616
H -6.88776 0.03058 -2.88619
H 3.16950 0.77846 -1.48244
C -3.13807 0.57181 1.69495
H 0.32554 -1.85913 1.81061
H 4.79619 -2.30848 -0.27761
H 1.37319 -1.02919 -0.99825
N -3.98069 -1.20840 0.70877
C 4.40179 -1.74503 0.57121
H 3.42843 -0.23272 4.39273
C -3.77048 -0.61950 1.92263
C 1.13986 -2.04304 2.51441
H 0.71322 -2.50402 3.40816
H 3.04493 1.96878 4.06397
H -2.12393 -3.25163 -3.29748
C 3.00171 2.55702 3.14976
H 2.52423 -1.69354 4.75111
H 3.75223 -1.72736 3.49824
H 2.63935 -2.16805 -1.46490
N -2.99431 0.69758 0.35046
H 3.99377 2.36391 -0.17802
C -2.02367 -0.45059 -2.81730
H -4.86866 -2.91897 1.48757
C -6.41517 0.63865 -3.65344
C -4.25714 1.00564 -2.42189
H 0.61917 1.20979 -3.62560
P -3.69644 -0.70041 -2.06281
H -5.60580 -2.33577 -0.01300
C 4.99222 1.33038 2.24779
H 5.24308 -1.20738 1.01267
H -6.08427 3.41369 -3.51737
H 4.03251 -2.46862 1.29709
C -0.15887 0.47231 -3.53358
H -0.03824 0.39035 3.02282
Au -1.81817 1.75235 -1.03926
H 4.27446 3.60632 1.03599
H 5.04163 0.59542 3.05569
H 0.39620 -0.46335 4.50481
H -3.78178 4.18889 -2.21048
H -6.00295 0.01433 -4.44217
C -4.66561 -2.49271 0.50986
H 1.97749 2.90581 3.01188
H -2.94498 -2.44119 -4.66349
H -2.80961 1.32382 2.39089
H 1.77726 -2.39879 0.04783
H 2.63308 3.24201 0.52880
N -5.34914 1.45475 -3.05578
H 5.54383 2.20904 2.58751
N -1.46229 -1.29521 -3.70355
H 4.26786 -0.55142 -1.85896
C 1.82969 -0.74576 2.93891
C 3.28901 -0.79795 0.03533
C -3.49175 -0.39708 -0.24902
H -4.09963 -1.07888 2.83916
H -1.28405 -3.02725 -4.83893
C 3.90309 0.09198 -1.05522
H 1.82045 -2.76892 2.07453
Si 2.76051 0.15472 1.57213
C -4.16766 3.20475 -2.41322
H 4.75135 0.67662 -0.70677
H 0.31057 -1.22604 -4.89558
H -4.02594 -3.17212 -0.04746
C 0.79675 0.12256 3.67375
H 5.51754 0.92917 1.38196
C -1.99850 -2.58822 -4.14930
H -7.15328 1.31080 -4.08008
C 3.53416 1.80993 1.91674
N -1.23848 0.63576 -2.72643



Entry 5:
75
Properties=species:S:1:pos:R:3 method="wB97M-V/def2-TZVPD" multiplicity=2 total_charge=+1
C 1.12982 5.45150 -0.91020
H -2.33460 -4.17794 2.00507
H 3.65704 0.90581 0.43244
H -4.11937 -2.90739 2.56839
H -0.12078 1.15137 1.49155
C -0.36859 -3.34755 0.25028
F 0.08977 6.10112 -1.42374
C 2.13495 6.14919 -0.26183
H -2.61762 2.10343 3.08606
C 0.56488 -2.29137 2.27248
F 4.35548 3.44786 0.62387
H 1.18395 -0.57472 -5.15211
C 2.92528 1.05713 -3.56853
H 1.58638 -1.80401 -2.37882
H 0.37027 -1.95424 -4.42411
H -3.04915 -2.58401 -1.07647
C -4.39520 -0.47601 0.09135
H 3.79206 -0.24913 -5.08617
C -3.69903 -1.65727 0.79558
C 3.44456 1.18156 -0.60407
C 3.20658 5.43913 0.24937
H -2.74738 1.69374 1.37056
H -4.56095 0.37308 0.74729
H -5.37384 -0.81912 -0.25566
Br -1.09322 -0.20701 -0.70858
H -1.81856 0.45187 4.76256
H 1.21854 -3.16739 2.32176
H 2.75802 -0.86258 -0.79756
H 2.08569 7.22490 -0.16449
C 3.30319 4.07331 0.10099
F 0.21583 3.44563 -1.68531
C 3.23706 -0.10685 -1.42345
H 0.42373 -1.93612 3.29243
C -0.74925 -2.70409 1.59567
C -1.74476 0.19656 2.61623
C -0.36312 0.86834 2.51596
H -1.23062 -3.68647 -0.31980
H -1.20142 -1.13201 4.29495
H 2.79379 -1.65949 -3.65472
C 1.93501 -1.16320 -3.19060
H -2.92838 -0.79461 4.18616
H -0.37922 1.77983 3.12078
H -0.74652 -4.59100 2.64695
C 1.19166 4.08537 -1.03459
H 2.11938 1.35461 -4.23920
H -4.65746 -1.23250 2.72851
H 0.43621 0.23646 2.89653
H 1.08445 -1.51790 1.70262
C 0.82352 -0.98667 -4.20902
H -3.34839 -3.75605 0.22099
C -2.80037 1.28650 2.38223
H 0.26501 -4.21657 0.45134
C 2.27829 3.33029 -0.53295
H -3.83235 -0.13319 -0.77522
Si -1.95497 -1.24919 1.40948
C -3.68058 -2.81524 -0.21671
H 0.03850 -0.33344 -3.81888
N 2.34773 0.11629 -2.57722
H -3.81263 0.92536 2.56247
H 4.20915 -0.50654 -1.72822
H 4.30413 1.74166 -0.97069
F 4.17946 6.08049 0.89004
H -4.69906 -2.96770 -0.58382
C -4.54134 -2.05964 2.02505
H 3.23465 1.95359 -3.03144
N 2.22673 1.98489 -0.64930
H -5.54029 -2.34609 1.68469
H 4.88683 0.11496 -3.74616
H 4.53284 1.34096 -4.95577
C 4.09927 0.52280 -4.38137
C -1.44368 -3.76560 2.47769
H -1.73246 -3.36881 3.45527
Cu 0.75813 0.95633 -1.45809
H 0.19146 -2.65293 -0.37461
C -1.93413 -0.36427 4.04382



Entry 6:
78
Properties=species:S:1:pos:R:3 method="wB97M-V/def2-TZVPD" multiplicity=5
H 5.28499 2.82237 -2.72042
Cl -2.16029 1.65106 -1.74004
C -0.03122 0.52066 -4.39073
H 1.02198 -3.66109 -1.26910
H 3.60875 2.36062 -0.30224
H 3.72723 -2.08592 4.16982
H -1.25195 -0.95165 2.91944
C -4.38371 -0.08586 -0.10342
H -6.85510 0.16938 -1.12148
C -5.02323 -2.40628 0.02839
H -0.66779 -1.99133 0.98684
H -4.11989 -2.78552 -0.47081
H -4.89623 -2.47566 1.11885
H -4.68534 0.94606 -0.35236
C -3.64939 3.00797 2.97720
H 0.85303 -1.58957 1.89752
C -2.39090 -0.00425 4.55853
C 4.02649 -1.11381 3.75300
C -2.98455 1.73522 3.28141
H 1.84893 2.73182 -0.32650
C 2.76583 2.68314 -0.93077
C 1.84627 -0.25700 4.42100
C 5.04090 1.74978 -2.64616
H 3.40533 1.06654 -3.90177
N -5.29549 -1.02802 -0.36076
H -5.98178 -0.78124 -2.35492
C 1.91487 -0.75166 -3.73319
H -0.17198 -0.29441 1.28448
H 2.49751 -3.29980 -0.36309
H -0.16860 -2.03132 -2.68599
H -2.29965 -0.64704 5.41261
H 2.77146 -0.88753 -3.06167
C -0.45425 -1.77563 -1.65973
C 2.57041 1.74354 -2.06740
C 0.19642 -1.31805 1.06569
H 2.42474 -2.45131 -4.95706
Cl 3.03690 -0.64970 -0.12572
H -0.72343 1.33657 -4.18270
N -3.08575 1.18284 4.52560
Si 1.08172 -1.17661 -0.57239
C 3.76663 1.24661 4.58439
C 1.12584 1.21370 -2.26958
H 5.05982 -0.86626 4.01464
Cl -0.18415 2.71139 1.17706
H 0.51785 2.11482 -2.44753
C 1.81318 -2.91142 -1.13007
H 2.37067 -2.82142 -2.06849
H -1.23555 -1.00211 -1.71818
C -0.19632 -0.31471 -5.50027
C -6.36826 -0.79343 -1.32116
H 3.39759 2.00511 3.87310
H -0.87848 -2.66465 -1.17843
H 4.85572 1.15874 4.50938
C 1.73002 -1.61702 -4.82591
H -7.09398 -1.60688 -1.23866
C 0.68034 -1.38336 -5.72221
H 3.48520 1.58414 5.59417
H -1.01234 -0.13223 -6.20433
C 1.02653 0.30128 -3.50288
H -3.58644 1.60978 5.29719
O -3.26571 -0.38445 0.38891
O 1.27171 -1.32146 4.14582
H -4.38012 2.89577 2.16522
H -5.89533 -2.98837 -0.27946
O 0.54847 0.64419 -1.10410
H 0.57697 -2.02081 -6.59826
H -2.92425 3.78128 2.70082
H 3.93059 -1.16913 2.65442
H 5.64094 1.21509 -3.39550
Rh -1.61554 1.09695 0.42813
H -4.18225 3.34866 3.87535
H 5.36611 1.38188 -1.66062
N 3.18374 -0.06313 4.30920
C 3.59757 1.45877 -2.90025
H 3.02367 3.69263 -1.29910
C -1.87961 -0.17360 3.29496
N -2.24127 0.92459 2.52553
H 1.32719 0.64178 4.82671



For each record above, in turn, the calculated E_tot values are -2436.7350; -1992.3903; -6099.1282; -4607.8378; -5952.4647; -3164.9856 Ha.